Formula: C3H5NOS2
Source: OMol25
Level of theory: the ωB97M-V functional and the def2-TZVPD basis

Output
F_max (eV Å⁻¹): 4.94
LUMO energy (eV): 0.53
Relative energy (zero: lowest compared OMol25 entry of this formula, charge and spin) (kcal/mol): 99.8

```
! RIJCOSX wB97M-V def2-TZVPD def2/J DEFGRID3
* xyz 0 1
C 2.34679 0.17375 -0.12160
C -0.27962 -0.92314 -0.05826
C -1.97829 0.69743 0.18245
H 3.50373 -0.24363 -0.77656
H 2.65365 0.72294 0.99997
H 1.54524 0.86769 -0.69690
H -2.63293 1.58500 -0.46537
H -2.03892 0.90982 1.33417
N -1.30627 -1.74018 -0.15769
O -0.48714 0.44607 -0.27452
S 1.42431 -1.44259 0.09647
S -2.75053 -1.05314 -0.06215
*
```

Mulliken atomic charge list, values in e, 6 entries: C -0.68; C 0.54; C -0.33; H 0.28; H 0.24; H 0.28